No. 1
68
Properties=species:S:1:pos:R:3:mulliken_spin:R:1 method="wB97M-V/def2-TZVPD" homo_lumo_gap_ha="0.2483 / 0.3389" homo_energy_ev="-7.22 / -9.79" total_energy_ev=-58801.439 lumo_energy_ev="-0.4597 / -0.5733" spin_multiplicity=4 s_squared=3.751 charge=0
H 1.657 4.820 0.579 -0.001
O 3.583 4.112 0.181 0.000
H 4.141 0.655 0.423 0.017
C 0.703 0.444 0.400 -0.005
H -0.759 -2.644 4.456 0.000
Ti 3.278 1.228 -2.739 3.246
H -2.405 0.357 2.006 0.000
H 0.217 -2.603 0.630 -0.001
O 1.693 -0.125 -1.706 -0.181
C 1.740 0.574 -0.653 0.178
C -0.205 -1.892 3.897 0.000
H -1.838 -2.133 -2.734 0.001
O 1.704 -0.499 3.936 0.000
O -4.701 -1.762 0.753 0.000
C -2.980 -0.067 1.176 0.001
H 1.153 0.038 1.310 0.003
H -2.104 -1.363 -1.180 0.000
H 1.980 -2.825 0.626 0.000
H 0.334 1.425 0.688 0.000
H 2.594 4.339 2.005 0.000
H 0.894 -2.919 -4.834 -0.001
H -3.713 0.646 0.809 0.000
H -1.077 1.892 -1.710 0.010
C 0.708 -1.081 4.781 0.000
H 5.374 -1.247 2.104 0.000
H 3.732 -0.609 2.304 0.002
H -0.115 -0.209 0.108 0.003
H -1.129 4.084 -2.817 -0.001
H 2.111 -1.989 -3.978 0.001
H -2.248 -0.274 0.391 0.000
C -3.440 -0.662 -2.718 0.000
H 2.250 0.086 4.469 0.000
H 1.369 -1.346 -5.494 0.005
C 4.496 -0.892 1.571 0.001
H 3.226 3.231 0.013 0.022
C -1.588 2.738 -1.233 -0.007
H 0.591 -0.842 -3.072 -0.015
O 0.166 -1.293 -3.810 -0.010
O -3.426 -2.852 -1.581 0.000
H 0.914 -4.229 0.416 0.000
C -3.676 -1.351 1.631 0.000
H 1.211 -2.150 -1.458 0.004
H -4.157 -1.153 2.592 0.000
C 2.671 4.787 1.005 0.004
C 1.038 -3.176 0.181 0.001
H -1.434 2.610 -0.160 -0.001
C 1.195 -1.905 -4.569 0.017
C -1.107 4.089 -1.730 0.000
H 0.343 -2.359 3.080 0.000
H -3.671 -0.910 -3.758 0.000
C -2.607 -1.759 -2.062 -0.001
H -4.368 -0.481 -2.178 0.000
H -0.954 -1.243 3.430 0.000
H -1.740 5.276 -0.318 0.000
H -2.944 -2.157 1.770 0.000
O 4.908 0.217 0.807 -0.007
O 1.045 -3.070 -1.221 -0.002
O 2.663 1.425 -0.524 -0.284
H -2.650 2.645 -1.461 0.000
H 0.130 -0.314 5.309 0.000
H -0.086 4.251 -1.366 0.003
H -2.873 0.272 -2.764 0.000
O -1.980 5.096 -1.231 0.001
H 1.175 -1.724 5.537 0.000
H -3.881 -3.243 -2.333 0.000
H -4.249 -2.102 -0.041 0.000
H 3.012 5.814 1.125 0.000
H 4.107 -1.696 0.937 -0.002

=====

No. 2
68
Properties=species:S:1:pos:R:3:mulliken_charge:R:1 method="wB97M-V/def2-TZVPD" homo_lumo_gap_ha=0.3008 homo_energy_ev=-9.60 total_energy_ev=-57971.966 lumo_energy_ev=-1.4109 charge=0
H -0.498 -0.954 3.642 0.411
H -1.730 0.978 1.611 0.007
O -0.418 2.375 -3.250 -0.469
O 0.006 -2.555 0.029 -0.272
H -2.562 0.310 2.973 0.536
C -0.354 4.869 0.048 -0.538
H -2.041 -0.710 1.665 0.101
H -1.268 3.134 -0.266 0.021
C -3.858 -1.472 -1.939 -1.525
H 2.855 0.870 1.224 -0.134
H 0.665 2.083 -0.957 0.304
H 0.040 -1.863 -1.513 0.399
C -0.495 -4.805 -0.538 -1.372
C 0.113 1.100 3.670 -1.213
C -0.433 -0.130 2.931 0.446
H 1.297 -1.862 -4.068 0.299
H 0.297 1.905 2.959 0.109
H 0.449 -3.258 -3.241 0.307
O 0.442 -0.517 1.904 -0.763
H 0.369 0.176 1.245 -0.207
H 1.032 -5.083 1.780 0.453
H -4.975 1.107 -1.152 0.445
H 0.142 -1.906 0.723 0.035
H 5.222 1.303 1.921 0.375
C -0.079 -3.851 0.531 0.979
C 0.977 -2.311 -3.128 -0.942
O 1.456 0.687 -3.187 -0.509
H -3.266 -2.242 -2.433 0.337
H -4.272 -2.023 -1.094 0.390
O 2.458 2.846 0.736 -0.611
C 1.220 -4.198 1.173 -1.499
B 0.085 1.308 -0.480 2.503
H -0.083 4.804 1.102 0.233
H 3.914 2.220 2.794 0.386
H -1.531 -4.681 -0.851 0.303
C 3.397 1.746 0.867 1.569
C 4.452 2.072 1.858 -1.691
O -2.582 0.397 -2.526 -0.479
H 4.975 2.975 1.545 0.379
H -0.597 5.924 -0.077 0.349
H 3.421 1.422 -1.347 0.186
H 1.709 -3.420 1.760 0.304
H 0.527 0.362 -0.752 -0.206
H -0.652 1.488 4.342 0.429
H 4.666 2.426 -0.750 0.368
H 0.141 1.493 0.581 -0.811
C -4.056 0.800 -0.651 -1.392
C -3.191 -0.192 -1.403 1.799
H -0.914 1.316 -0.887 -0.553
V -0.086 0.887 -2.781 0.658
H 1.944 -4.574 0.450 0.322
C 4.078 1.546 -0.486 -1.348
H 0.513 4.584 -0.548 0.177
H 4.753 0.693 -0.559 0.386
H 1.926 -2.316 -2.591 0.319
H -4.692 -1.246 -2.603 0.372
O 0.067 -1.500 -2.401 0.013
H 1.037 0.865 4.198 0.320
H -3.267 0.777 -3.081 0.291
H 0.194 -4.601 -1.358 0.215
H -0.295 -5.839 -0.257 0.425
H -3.485 1.669 -0.325 0.200
H -4.407 0.250 0.222 0.351
C -1.731 0.126 2.292 -0.872
H -2.372 -0.497 -0.752 -0.809
H 1.688 2.497 0.280 -0.165
O -1.528 4.052 -0.162 -0.611
H -0.810 -3.839 1.339 0.179

=====

Copy entry 1 word for word.
68
Properties=species:S:1:pos:R:3:mulliken_spin:R:1 method="wB97M-V/def2-TZVPD" homo_lumo_gap_ha="0.2483 / 0.3389" homo_energy_ev="-7.22 / -9.79" total_energy_ev=-58801.439 lumo_energy_ev="-0.4597 / -0.5733" spin_multiplicity=4 s_squared=3.751 charge=0
H 1.657 4.820 0.579 -0.001
O 3.583 4.112 0.181 0.000
H 4.141 0.655 0.423 0.017
C 0.703 0.444 0.400 -0.005
H -0.759 -2.644 4.456 0.000
Ti 3.278 1.228 -2.739 3.246
H -2.405 0.357 2.006 0.000
H 0.217 -2.603 0.630 -0.001
O 1.693 -0.125 -1.706 -0.181
C 1.740 0.574 -0.653 0.178
C -0.205 -1.892 3.897 0.000
H -1.838 -2.133 -2.734 0.001
O 1.704 -0.499 3.936 0.000
O -4.701 -1.762 0.753 0.000
C -2.980 -0.067 1.176 0.001
H 1.153 0.038 1.310 0.003
H -2.104 -1.363 -1.180 0.000
H 1.980 -2.825 0.626 0.000
H 0.334 1.425 0.688 0.000
H 2.594 4.339 2.005 0.000
H 0.894 -2.919 -4.834 -0.001
H -3.713 0.646 0.809 0.000
H -1.077 1.892 -1.710 0.010
C 0.708 -1.081 4.781 0.000
H 5.374 -1.247 2.104 0.000
H 3.732 -0.609 2.304 0.002
H -0.115 -0.209 0.108 0.003
H -1.129 4.084 -2.817 -0.001
H 2.111 -1.989 -3.978 0.001
H -2.248 -0.274 0.391 0.000
C -3.440 -0.662 -2.718 0.000
H 2.250 0.086 4.469 0.000
H 1.369 -1.346 -5.494 0.005
C 4.496 -0.892 1.571 0.001
H 3.226 3.231 0.013 0.022
C -1.588 2.738 -1.233 -0.007
H 0.591 -0.842 -3.072 -0.015
O 0.166 -1.293 -3.810 -0.010
O -3.426 -2.852 -1.581 0.000
H 0.914 -4.229 0.416 0.000
C -3.676 -1.351 1.631 0.000
H 1.211 -2.150 -1.458 0.004
H -4.157 -1.153 2.592 0.000
C 2.671 4.787 1.005 0.004
C 1.038 -3.176 0.181 0.001
H -1.434 2.610 -0.160 -0.001
C 1.195 -1.905 -4.569 0.017
C -1.107 4.089 -1.730 0.000
H 0.343 -2.359 3.080 0.000
H -3.671 -0.910 -3.758 0.000
C -2.607 -1.759 -2.062 -0.001
H -4.368 -0.481 -2.178 0.000
H -0.954 -1.243 3.430 0.000
H -1.740 5.276 -0.318 0.000
H -2.944 -2.157 1.770 0.000
O 4.908 0.217 0.807 -0.007
O 1.045 -3.070 -1.221 -0.002
O 2.663 1.425 -0.524 -0.284
H -2.650 2.645 -1.461 0.000
H 0.130 -0.314 5.309 0.000
H -0.086 4.251 -1.366 0.003
H -2.873 0.272 -2.764 0.000
O -1.980 5.096 -1.231 0.001
H 1.175 -1.724 5.537 0.000
H -3.881 -3.243 -2.333 0.000
H -4.249 -2.102 -0.041 0.000
H 3.012 5.814 1.125 0.000
H 4.107 -1.696 0.937 -0.002

=====

What did the first record say?
68
Properties=species:S:1:pos:R:3:mulliken_spin:R:1 method="wB97M-V/def2-TZVPD" homo_lumo_gap_ha="0.2483 / 0.3389" homo_energy_ev="-7.22 / -9.79" total_energy_ev=-58801.439 lumo_energy_ev="-0.4597 / -0.5733" spin_multiplicity=4 s_squared=3.751 charge=0
H 1.657 4.820 0.579 -0.001
O 3.583 4.112 0.181 0.000
H 4.141 0.655 0.423 0.017
C 0.703 0.444 0.400 -0.005
H -0.759 -2.644 4.456 0.000
Ti 3.278 1.228 -2.739 3.246
H -2.405 0.357 2.006 0.000
H 0.217 -2.603 0.630 -0.001
O 1.693 -0.125 -1.706 -0.181
C 1.740 0.574 -0.653 0.178
C -0.205 -1.892 3.897 0.000
H -1.838 -2.133 -2.734 0.001
O 1.704 -0.499 3.936 0.000
O -4.701 -1.762 0.753 0.000
C -2.980 -0.067 1.176 0.001
H 1.153 0.038 1.310 0.003
H -2.104 -1.363 -1.180 0.000
H 1.980 -2.825 0.626 0.000
H 0.334 1.425 0.688 0.000
H 2.594 4.339 2.005 0.000
H 0.894 -2.919 -4.834 -0.001
H -3.713 0.646 0.809 0.000
H -1.077 1.892 -1.710 0.010
C 0.708 -1.081 4.781 0.000
H 5.374 -1.247 2.104 0.000
H 3.732 -0.609 2.304 0.002
H -0.115 -0.209 0.108 0.003
H -1.129 4.084 -2.817 -0.001
H 2.111 -1.989 -3.978 0.001
H -2.248 -0.274 0.391 0.000
C -3.440 -0.662 -2.718 0.000
H 2.250 0.086 4.469 0.000
H 1.369 -1.346 -5.494 0.005
C 4.496 -0.892 1.571 0.001
H 3.226 3.231 0.013 0.022
C -1.588 2.738 -1.233 -0.007
H 0.591 -0.842 -3.072 -0.015
O 0.166 -1.293 -3.810 -0.010
O -3.426 -2.852 -1.581 0.000
H 0.914 -4.229 0.416 0.000
C -3.676 -1.351 1.631 0.000
H 1.211 -2.150 -1.458 0.004
H -4.157 -1.153 2.592 0.000
C 2.671 4.787 1.005 0.004
C 1.038 -3.176 0.181 0.001
H -1.434 2.610 -0.160 -0.001
C 1.195 -1.905 -4.569 0.017
C -1.107 4.089 -1.730 0.000
H 0.343 -2.359 3.080 0.000
H -3.671 -0.910 -3.758 0.000
C -2.607 -1.759 -2.062 -0.001
H -4.368 -0.481 -2.178 0.000
H -0.954 -1.243 3.430 0.000
H -1.740 5.276 -0.318 0.000
H -2.944 -2.157 1.770 0.000
O 4.908 0.217 0.807 -0.007
O 1.045 -3.070 -1.221 -0.002
O 2.663 1.425 -0.524 -0.284
H -2.650 2.645 -1.461 0.000
H 0.130 -0.314 5.309 0.000
H -0.086 4.251 -1.366 0.003
H -2.873 0.272 -2.764 0.000
O -1.980 5.096 -1.231 0.001
H 1.175 -1.724 5.537 0.000
H -3.881 -3.243 -2.333 0.000
H -4.249 -2.102 -0.041 0.000
H 3.012 5.814 1.125 0.000
H 4.107 -1.696 0.937 -0.002